Below is a cluster of 2 separate species, C4H14N2O2 in total in a non-equilibrium geometry, with properties calculated with the ωB97M-V functional and the def2-TZVPD basis.

Last columns: bonded neighbours and bond lengths (Å).
Positions of all 22 atoms, in Å:
1 C -0.27655 1.43704 1.34399  O2 1.423, C3 1.527, H8 1.090, H9 1.081
2 O -1.24634 1.09128 2.32626  C1 1.423, H17 0.973
3 C -0.17911 0.39309 0.23374  C1 1.527, C4 1.583, N7 1.421, H10 1.079
4 C 1.00290 0.79390 -0.74046  C3 1.583, C5 1.565, H11 1.083, H12 1.080
5 C 2.14416 -0.26577 -0.59087  C4 1.565, N6 1.407, H13 1.103, H14 1.079
6 N 3.22674 0.13162 -1.39627  C5 1.407, H15 1.007, H16 1.006
7 N -1.37411 0.39350 -0.53486  C3 1.421, H18 1.015, H19 1.011
8 H 0.66561 1.53280 1.88400  C1 1.090
9 H -0.51101 2.39588 0.90230  C1 1.081
10 H -0.03792 -0.58382 0.66995  C3 1.079
11 H 0.69164 0.85351 -1.77633  C4 1.083
12 H 1.39133 1.74130 -0.39698  C4 1.080
13 H 2.37778 -0.35647 0.48334  C5 1.103
14 H 1.75501 -1.24580 -0.82186  C5 1.079
15 H 3.63517 -0.61887 -1.93013  N6 1.007
16 H 3.87522 0.75378 -0.94412  N6 1.006
17 H -1.85683 0.41112 1.99336  O2 0.973
18 H -1.56025 -0.52036 -0.93623  N7 1.015
19 H -1.53229 1.17916 -1.15144  N7 1.011
20 H -3.45631 -3.84149 -0.62981  O22 0.964
21 H -3.05190 -2.61513 0.18912  O22 0.974
22 O -2.71798 -3.24118 -0.47764  H20 0.964, H21 0.974

Net charge: +1
2S+1: 2
Relative energy (zero: lowest compared OMol25 entry of this formula, charge and spin): 53.2 kcal/mol
Electronic energy: -420.452083 Eh
HOMO (spin up / spin down): -14.4429 / -13.2612 eV
Gap between HOMO and LUMO (spin up / spin down): 11.6 / 4.9 eV